(1)
Computed, not measured: the ion C4H11N2 with charge +1 in a non-equilibrium geometry, with ωB97M-V/def2-TZVPD.

The geometry in XYZ format:
```
17
Properties=species:S:1:pos:R:3:forces:R:3
H 0.9514 2.0838 -0.0960 0.087 0.246 0.319
N 1.3789 -2.6005 0.6112 0.362 -1.229 0.137
H -1.6201 -0.5631 -0.8410 0.240 -0.308 0.253
C 0.3858 -1.9178 0.0933 0.018 0.065 0.042
H -0.9056 0.7100 1.2865 0.089 -0.211 0.472
H -0.4299 2.9026 -0.7703 0.077 0.073 0.040
H -1.9691 1.5140 0.1757 -0.781 -0.109 0.081
H -0.6237 0.4800 -1.7546 0.338 0.233 -0.041
H 2.3704 -2.4026 0.6060 -0.189 0.718 -0.213
H -0.5982 -2.3688 0.1091 0.012 -0.164 0.100
H 1.3092 -0.2104 -0.4674 0.225 -0.272 0.120
N 0.4453 -0.7351 -0.4190 -0.046 0.776 -0.377
H -0.1221 3.0814 0.9457 0.094 -0.147 0.150
C -0.9702 1.1456 0.3047 0.213 0.656 -0.601
C -0.0818 2.3765 0.1213 0.210 -0.371 -0.645
H 1.2172 -3.5702 0.8488 -0.280 0.139 0.072
C -0.7375 0.0746 -0.7538 -0.667 -0.093 0.090
```
Forces are in eV/Å.

Summary:
E_HOMO: -15.2 eV
SMILES string: CCCNC=[NH2+]
Lowest unoccupied orbital energy: -3.44 eV
Charge: +1

(2)
Computed, not measured: a cluster of 2 separate species, C4H11N2 in total in a non-equilibrium geometry, with ωB97M-V/def2-TZVPD.

The geometry in XYZ format:
```
17
Properties=species:S:1:pos:R:3:forces:R:3
H -3.5438 -0.1811 -2.9033 0.115 -0.092 -0.042
H 2.0833 -1.0225 -0.9271 -0.284 0.316 0.165
H 3.8818 0.3683 0.6337 -0.112 -0.519 -0.213
H -2.2696 -0.6373 2.1572 0.066 0.286 0.128
H -0.1312 -1.2626 1.7903 0.747 -0.388 -0.720
H -2.2985 0.1478 -1.8573 -0.137 -0.355 -0.093
C 0.4503 -0.0731 0.1919 0.669 -4.859 2.204
C -0.4150 -0.4198 1.1603 -3.901 1.050 0.218
H -2.5334 1.1051 -3.1267 -0.115 0.091 -0.341
C 2.8159 0.5434 0.5433 -1.279 0.479 0.113
N -1.7607 -0.1548 1.4359 3.495 0.940 -1.543
N -3.0200 0.5487 -2.4427 0.185 0.322 0.503
C 1.8327 -0.5786 0.0439 1.387 2.596 -0.882
H 2.6296 1.4216 -0.0820 0.452 -0.136 -0.055
H 2.3767 0.8131 1.5098 0.625 0.103 0.139
H -1.9711 0.7565 1.0663 -1.381 0.112 0.475
H 1.8730 -1.3748 0.8065 -0.531 0.055 -0.054
```
Forces are in eV/Å.

Summary:
E_HOMO: -12.9 eV
Lowest unoccupied orbital energy: -8.13 eV
Charge: +1

(3)
Computed, not measured: the ion C4H11N2 with charge +1 in a non-equilibrium geometry, with ωB97M-V/def2-TZVPD.

The geometry in XYZ format:
```
17
Properties=species:S:1:pos:R:3:forces:R:3
H 1.5934 0.6587 -1.3194 -0.446 0.077 0.033
H -0.2681 0.8748 0.5727 -0.561 -0.481 0.289
H -2.7319 -1.1271 0.0975 0.094 0.026 0.604
N -2.6933 -0.1214 -0.0441 -0.330 1.577 -2.100
H 2.3088 1.3131 1.2852 0.229 -0.098 0.080
N 1.7884 0.4658 1.4374 -0.912 0.500 -0.014
H 1.7967 0.1765 2.3979 0.214 -0.250 -0.052
C -1.5163 0.1568 -1.0132 -0.547 0.023 1.746
H 2.8824 -0.4556 0.0007 -0.055 -1.081 -0.224
H 0.9046 -0.9056 -1.5559 -0.231 0.015 0.121
H -2.6812 0.4594 0.7935 0.248 -0.409 0.321
H -1.8615 0.0441 -2.0227 0.501 -0.676 -0.312
H 1.5605 -1.4865 0.8012 0.389 0.101 -0.357
C -0.3595 0.4336 -0.4242 0.188 -1.027 0.196
C 1.8611 -0.5209 0.3771 -0.226 0.927 0.751
C 0.9587 -0.0972 -0.8240 1.617 0.869 -1.419
H -3.5428 0.1317 -0.5596 -0.173 -0.094 0.338
```
Forces are in eV/Å.

Summary:
E_HOMO: -12.5 eV
SMILES string: NCC/C=C/[NH3+]
Lowest unoccupied orbital energy: -3.73 eV
Charge: +1

(4)
Computed, not measured: the ion C4H11N2 with charge +1 in a non-equilibrium geometry, with ωB97M-V/def2-TZVPD.

The geometry in XYZ format:
```
17
Properties=species:S:1:pos:R:3:forces:R:3
H -1.2772 -0.6003 2.4205 -0.353 -2.037 1.312
H 1.3747 0.5199 -2.3615 1.364 0.313 -0.101
C -1.3182 0.3372 1.9983 0.736 2.134 -0.717
H -0.7497 0.6075 -1.5354 -1.407 0.426 -1.839
H -2.6003 0.2257 0.3400 1.122 -0.062 -0.851
H -2.2356 0.8512 2.2992 0.781 0.283 0.768
H 2.9553 -1.4470 -2.1131 0.575 -0.663 -0.065
C -1.5052 0.1092 0.5094 1.560 -2.908 -1.572
H -1.1854 -1.0041 0.3532 -1.309 1.421 0.016
C -0.5236 0.7749 -0.5404 -0.048 1.974 3.520
H -0.3652 1.8008 -0.1631 -0.730 0.137 -1.097
C 1.6977 0.0260 -1.4424 -3.668 -2.553 0.760
N 0.8171 0.2260 -0.4487 2.033 0.149 -2.036
H 1.0174 -0.3119 0.3246 0.286 -1.228 2.434
H 1.9103 -1.7215 -0.5699 1.950 0.167 -2.136
N 2.3276 -1.1752 -1.3916 -1.826 2.124 1.961
H -0.3397 0.7816 2.3208 -1.064 0.322 -0.355
```
Forces are in eV/Å.

Summary:
E_HOMO: -14.9 eV
SMILES string: CCCNC=[NH2+]
Lowest unoccupied orbital energy: -4.78 eV
Charge: +1

ΔE to the lowest compared entry with this formula, charge and spin for the records above, in order: 43.1; 591.5; 261.3; 251.2 kJ/mol
Kohn-Sham gap for the records above, in order: 11.8; 4.8; 8.8; 10.1 eV